No. 1
This record from the Open Molecules 2025 dataset describes a 4-piece molecular cluster, C35H72BF4I2NO7PS overall. The level of theory is the ωB97M-V functional and the def2-TZVPD basis.

Positions of all 124 atoms, in Å:
C (3.870, 2.939, 7.063)
C (3.419, 1.554, 7.532)
C (3.274, 0.448, 6.476)
C (2.005, 0.320, 5.586)
P (0.336, 0.882, 6.363)
O (0.611, 2.394, 6.851)
O (0.551, 0.014, 7.724)
O (1.704, -1.122, 5.609)
C (2.000, -1.869, 4.467)
C (2.882, -3.089, 4.875)
C (4.398, -3.295, 4.743)
C (5.307, -2.737, 5.818)
F (5.588, -1.432, 5.701)
F (6.479, -3.375, 5.774)
F (4.786, -2.926, 7.034)
C (0.611, -2.464, 3.996)
I (-0.188, -3.708, 5.579)
C (-0.558, -1.550, 3.640)
C (-1.797, -2.334, 3.145)
N (2.638, -0.794, 3.485)
O (4.003, -0.762, 3.782)
B (5.141, -0.868, 2.922)
O (6.155, -0.101, 3.381)
O (5.273, -1.660, 1.830)
C (2.268, -1.137, 2.062)
F (2.638, -2.452, 1.903)
C (2.744, -0.249, 0.923)
C (1.649, -0.142, -0.158)
C (2.126, 0.588, 4.045)
S (3.344, 1.945, 3.785)
C (0.878, 1.176, 3.337)
C (0.775, 2.699, 3.177)
O (0.370, 3.411, 4.018)
I (1.208, 3.505, 1.228)
H (4.885, 2.907, 6.660)
H (3.213, 3.417, 6.331)
H (3.904, 3.608, 7.925)
H (2.550, 1.615, 8.182)
H (4.217, 1.190, 8.188)
H (3.269, -0.487, 7.035)
H (4.190, 0.426, 5.888)
H (1.357, 2.859, 6.455)
H (-0.299, -0.377, 7.965)
H (2.454, -3.949, 4.364)
H (2.669, -3.201, 5.937)
H (4.840, -3.122, 3.763)
H (4.524, -4.375, 4.881)
H (0.781, -3.164, 3.177)
H (-0.341, -0.844, 2.843)
H (-0.850, -0.969, 4.519)
H (-2.582, -2.376, 3.897)
H (-1.542, -3.342, 2.811)
H (-2.222, -1.831, 2.274)
H (6.851, 0.019, 2.723)
H (4.811, -2.504, 1.830)
H (1.188, -1.121, 2.043)
H (3.045, 0.731, 1.303)
H (3.621, -0.711, 0.482)
H (1.159, 0.831, -0.153)
H (0.909, -0.943, -0.075)
H (2.099, -0.256, -1.144)
H (4.461, 1.399, 4.271)
H (0.729, 0.768, 2.337)
H (-0.026, 0.930, 3.900)
C (-0.164, -3.252, -0.470)
C (-1.072, -2.484, -1.424)
C (-2.400, -2.063, -0.798)
C (-3.290, -3.219, -0.338)
C (-3.649, -4.219, -1.436)
C (-4.437, -3.599, -2.587)
H (-0.610, -4.194, -0.149)
H (0.791, -3.487, -0.942)
H (0.042, -2.652, 0.426)
H (-1.250, -3.081, -2.321)
H (-0.553, -1.580, -1.761)
H (-2.946, -1.444, -1.515)
H (-2.197, -1.414, 0.061)
H (-4.212, -2.802, 0.079)
H (-2.805, -3.753, 0.485)
H (-4.242, -5.021, -0.990)
H (-2.744, -4.693, -1.825)
H (-5.359, -3.141, -2.225)
H (-4.708, -4.356, -3.323)
H (-3.860, -2.832, -3.107)
C (-2.046, 0.634, -4.477)
C (-1.775, -0.789, -4.953)
C (-0.349, -0.997, -5.456)
C (0.031, -0.139, -6.664)
C (-0.871, -0.316, -7.885)
C (-0.860, -1.734, -8.449)
H (-1.940, 1.354, -5.290)
H (-3.063, 0.729, -4.092)
H (-1.357, 0.921, -3.677)
H (-2.494, -1.056, -5.732)
H (-1.957, -1.480, -4.124)
H (-0.207, -2.055, -5.697)
H (0.351, -0.780, -4.641)
H (1.062, -0.373, -6.947)
H (0.033, 0.917, -6.377)
H (-0.539, 0.378, -8.661)
H (-1.897, -0.028, -7.639)
H (0.153, -2.035, -8.724)
H (-1.482, -1.802, -9.342)
H (-1.243, -2.459, -7.729)
C (-2.395, 3.860, -7.143)
C (-2.680, 4.327, -5.719)
C (-4.139, 4.151, -5.301)
C (-5.145, 4.948, -6.132)
C (-4.906, 6.457, -6.154)
C (-4.999, 7.108, -4.778)
H (-2.952, 4.441, -7.879)
H (-1.335, 3.962, -7.383)
H (-2.665, 2.809, -7.270)
H (-2.377, 5.372, -5.609)
H (-2.052, 3.756, -5.029)
H (-4.241, 4.420, -4.246)
H (-4.398, 3.089, -5.365)
H (-6.149, 4.754, -5.741)
H (-5.149, 4.574, -7.160)
H (-5.649, 6.913, -6.814)
H (-3.932, 6.677, -6.598)
H (-5.976, 6.922, -4.325)
H (-4.866, 8.188, -4.848)
H (-4.234, 6.729, -4.098)

Results
largest force on an atom: 0.0441 Eh/bohr
LUMO: -2.710 eV
charge: +1
Kohn-Sham gap: 9.03 eV
molecular weight: 1022.6 g/mol

***

No. 2
This record from the Open Molecules 2025 dataset describes a 2-piece molecular cluster, C4H6O5 overall. The level of theory is the ωB97M-V functional and the def2-TZVPD basis.

Positions of all 15 atoms, in Å:
C (-3.110, -0.430, 0.033)
C (-1.869, 0.432, 0.115)
C (-0.644, -0.092, 0.121)
C (0.672, 0.665, 0.285)
O (0.767, 1.918, 0.284)
O (1.404, -0.375, 0.411)
O (3.419, 0.725, 0.518)
O (4.065, -0.278, 0.431)
O (4.016, -0.965, -0.998)
H (-3.944, 0.246, -0.076)
H (-3.037, -1.094, -0.802)
H (-3.201, -0.994, 0.940)
H (-1.988, 1.525, 0.172)
H (-0.450, -1.165, 0.053)
H (3.901, -0.116, -1.488)

Results
relative energy (zero: lowest compared OMol25 entry of this formula, charge and spin): 1005.4 kJ/mol
largest force on an atom: 0.0785 Eh/bohr
LUMO (spin up / spin down): -1.042 / -2.632 eV
Kohn-Sham gap (spin up / spin down): 9.32 / 7.63 eV
molecular weight: 134.1 g/mol

***

No. 3
This record from the Open Molecules 2025 dataset describes one molecule with the formula C6H8BrI. The level of theory is the ωB97M-V functional and the def2-TZVPD basis.

Positions of all 16 atoms, in Å:
C (-0.735, -1.664, 0.090)
C (-1.547, -0.708, -0.242)
C (0.711, -1.367, -0.224)
C (0.927, 0.017, -0.683)
C (0.818, 1.205, 0.334)
C (-0.374, 1.647, 0.894)
Br (-1.437, 2.973, 0.006)
I (-3.581, -0.290, 0.082)
H (-1.108, -2.668, 0.036)
H (1.252, -1.714, 0.636)
H (0.937, -2.009, -1.072)
H (1.995, 0.047, -1.068)
H (0.294, 0.281, -1.483)
H (1.474, 1.062, 1.304)
H (1.270, 2.054, -0.267)
H (-0.895, 1.135, 1.656)

Results
relative energy (zero: lowest compared OMol25 entry of this formula, charge and spin): 354.1 kJ/mol
largest force on an atom: 0.0868 Eh/bohr
LUMO (spin up / spin down): 0.053 / -0.729 eV
Kohn-Sham gap (spin up / spin down): 8.44 / 7.04 eV
molecular weight: 286.9 g/mol

***

No. 4
This record from the Open Molecules 2025 dataset describes one molecule with the formula C5H10O2. The level of theory is the ωB97M-V functional and the def2-TZVPD basis.

Positions of all 17 atoms, in Å:
C (-2.388, 0.733, 1.198)
O (-1.524, 0.314, 0.174)
C (-0.177, 0.307, 0.581)
C (0.703, -0.203, -0.516)
C (2.193, -0.084, -0.245)
C (0.163, -0.961, -1.483)
O (0.777, -1.138, -2.673)
H (-2.349, 0.058, 2.069)
H (-3.403, 0.730, 0.793)
H (-2.149, 1.752, 1.544)
H (-0.050, -0.322, 1.478)
H (0.142, 1.330, 0.865)
H (1.451, -0.474, -2.450)
H (2.831, -0.542, -1.011)
H (2.518, 0.951, -0.113)
H (2.424, -0.621, 0.695)
H (-0.791, -1.450, -1.447)

Results
relative energy (zero: lowest compared OMol25 entry of this formula, charge and spin): 270.9 kJ/mol
largest force on an atom: 0.0361 Eh/bohr
LUMO: 0.854 eV
Kohn-Sham gap: 9.08 eV
molecular weight: 102.1 g/mol

***

No. 5
This record from the Open Molecules 2025 dataset describes a 2-piece molecular cluster, C5H10ClN4 overall. The level of theory is the ωB97M-V functional and the def2-TZVPD basis.

Positions of all 20 atoms, in Å:
C (1.197, 0.000, 1.921)
C (-0.888, 0.439, 0.837)
C (-0.091, 0.459, 2.043)
C (1.179, 0.014, -0.290)
C (-0.852, 0.251, -1.631)
N (1.851, -0.198, 0.767)
N (-0.213, 0.170, -0.349)
N (1.797, 0.213, -1.480)
N (-2.156, 0.973, 0.956)
Cl (-0.237, -3.155, -0.481)
H (1.905, -0.152, 2.712)
H (1.056, -3.101, -0.114)
H (-0.449, 0.846, 2.981)
H (-0.682, 1.191, -2.148)
H (-0.406, -0.431, -2.242)
H (-1.951, 0.015, -1.709)
H (1.356, 0.042, -2.365)
H (2.646, -0.346, -1.415)
H (-2.267, 1.551, 1.804)
H (-2.795, 1.219, 0.202)

Results
relative energy (zero: lowest compared OMol25 entry of this formula, charge and spin): 39.3 kJ/mol
largest force on an atom: 0.0693 Eh/bohr
LUMO (spin up / spin down): -3.930 / -3.930 eV
charge: +1
Kohn-Sham gap (spin up / spin down): 9.45 / 9.46 eV
molecular weight: 161.6 g/mol

***

No. 6
This record from the Open Molecules 2025 dataset describes one molecule with the formula C5H10O. The level of theory is the ωB97M-V functional and the def2-TZVPD basis.

Positions of all 16 atoms, in Å:
C (-1.950, 0.124, -0.846)
C (-0.874, 1.065, -0.282)
C (0.339, 0.303, 0.148)
C (0.766, 0.031, 1.533)
C (2.062, -1.058, -0.602)
O (1.046, -0.202, -0.806)
H (-2.241, -0.622, -0.095)
H (-1.553, -0.406, -1.720)
H (-2.841, 0.683, -1.153)
H (-1.266, 1.607, 0.586)
H (-0.604, 1.810, -1.042)
H (1.877, 0.051, 1.523)
H (0.365, 0.767, 2.235)
H (0.502, -0.974, 1.899)
H (1.869, -1.803, 0.156)
H (2.504, -1.379, -1.533)

Results
relative energy (zero: lowest compared OMol25 entry of this formula, charge and spin): 325.9 kJ/mol
largest force on an atom: 0.0161 Eh/bohr
LUMO (spin up / spin down): 0.901 / 0.936 eV
Kohn-Sham gap (spin up / spin down): 7.57 / 8.21 eV
molecular weight: 86.1 g/mol

***

| no. | electronic energy (a.u.) |
| --- | --- |
| 1 | -3717.31413 |
| 2 | -531.88252 |
| 3 | -3104.93423 |
| 4 | -346.92224 |
| 5 | -875.50691 |
| 6 | -271.62848 |